Computed, not measured: an isolated molecule of C6H10O3 at a distorted geometry, with ωB97M-V/def2-TZVPD.

ORCA input file:
```
! RIJCOSX wB97M-V def2-TZVPD def2/J DEFGRID3
* xyz 0 1
C 1.317 1.287 -1.125
C 0.906 0.010 -0.452
O 1.785 -1.055 -0.609
C 0.091 -0.051 0.679
C 0.067 -1.307 1.490
C -1.151 0.710 0.607
O -2.133 0.511 1.569
C -1.218 -0.036 -0.997
O -1.380 0.674 -1.964
H 0.953 1.297 -2.155
H 0.901 2.171 -0.645
H 2.405 1.378 -1.131
H 2.267 -0.945 -1.436
H -0.586 -2.057 1.024
H -0.310 -1.104 2.492
H 1.059 -1.749 1.534
H -1.075 1.766 0.371
H -2.353 -0.425 1.625
H -1.545 -1.077 -0.878
*
```

HOMO-LUMO gap = 8.27 eV
largest force on an atom = 4.6 eV/Å
energy relative to the best compared isomer or geometry (same formula, charge and spin) = 3.2802 eV
electronic energy = -460.22987 Ha
structure (SMILES) = C/C(O)=C(/C)[C@H](O)C=O
E_LUMO = 0.612 eV

Computed, not measured: a structure of composition C14H13BrCl2N3O2PdS, with ωB97M-V/def2-TZVPD.

ORCA input file:
```
! RIJCOSX wB97M-V def2-TZVPD def2/J DEFGRID3
* xyz 1 3
Pd -1.558 0.042 -1.026
Cl 3.391 -2.923 3.558
C 2.413 -1.954 2.514
C 2.813 -0.646 2.214
C 2.048 0.136 1.390
Cl 2.560 1.751 1.030
C 0.839 -0.322 0.801
O 0.194 0.498 0.030
C 0.454 -1.652 1.127
C -0.745 -2.297 0.670
O -1.620 -1.881 -0.099
C 1.255 -2.442 1.984
H 3.728 -0.249 2.633
H -0.898 -3.312 1.060
H 0.937 -3.449 2.221
C -0.721 3.114 2.771
N -1.276 2.345 1.668
C -2.568 2.174 1.473
N -3.438 2.747 2.311
S -3.240 1.267 0.175
H 0.361 3.057 2.710
H -1.040 2.708 3.733
H -1.009 4.165 2.702
H -0.637 1.867 1.034
H -3.144 3.381 3.034
H -4.423 2.617 2.157
Br -0.741 1.944 -3.209
C -0.048 0.229 -3.607
C 0.749 0.018 -4.714
C 1.198 -1.275 -4.933
C 0.833 -2.286 -4.055
C 0.032 -1.970 -2.976
N -0.401 -0.724 -2.754
H 1.004 0.834 -5.373
H 1.825 -1.490 -5.788
H 1.161 -3.304 -4.203
H -0.289 -2.718 -2.264
*
```

HOMO-LUMO gap (alpha / beta) = 7.85 / 6.49 eV
largest force on an atom = 0.1 eV/Å
energy relative to the best compared isomer or geometry (same formula, charge and spin) = 0.0089 eV
electronic energy = -4876.31771 Ha
E_LUMO (alpha / beta) = -3.312 / -4.610 eV

Computed, not measured: a structure of composition C38H36AuN2OP2S, with ωB97M-V/def2-TZVPD.

ORCA input file:
```
! RIJCOSX wB97M-V def2-TZVPD def2/J DEFGRID3
* xyz 3 3
Au 1.004 -0.009 -0.287
O 1.845 -0.405 3.293
S 0.703 -0.070 2.440
C -0.603 -1.247 2.703
C -1.161 -1.331 3.973
C -2.045 -2.362 4.247
C -2.335 -3.313 3.274
C -1.771 -3.222 2.010
C -0.904 -2.174 1.708
P -0.211 -2.103 0.043
C -1.493 -2.249 -1.192
C -2.079 -3.493 -1.460
C -3.133 -3.574 -2.354
C -3.596 -2.430 -2.995
C -3.006 -1.197 -2.743
C -1.961 -1.101 -1.839
C 0.987 -3.397 -0.105
C 1.799 -3.691 1.007
C 2.758 -4.681 0.908
C 2.921 -5.373 -0.292
C 2.137 -5.070 -1.401
C 1.181 -4.073 -1.322
C -0.008 1.478 2.899
C -0.031 1.823 4.244
C -0.668 2.998 4.610
C -1.259 3.807 3.644
C -1.179 3.476 2.297
C -0.535 2.303 1.910
P -0.143 2.075 0.160
C 1.113 3.310 -0.199
C 2.427 3.055 0.213
C 3.400 4.030 0.072
C 3.065 5.262 -0.481
C 1.761 5.521 -0.886
C 0.779 4.550 -0.750
C -1.598 2.327 -0.829
C -2.868 2.127 -0.283
C -3.989 2.285 -1.081
C -3.847 2.624 -2.421
C -2.582 2.793 -2.978
C -1.456 2.639 -2.187
H -0.906 -0.618 4.745
H -2.500 -2.427 5.226
H -2.998 -4.137 3.504
H -2.011 -3.971 1.264
H -1.716 -4.396 -0.984
H -3.591 -4.534 -2.555
H -4.420 -2.502 -3.694
H -3.363 -0.310 -3.250
H -1.517 -0.136 -1.634
H 1.663 -3.165 1.947
H 3.371 -4.928 1.765
H 3.667 -6.155 -0.360
H 2.271 -5.618 -2.325
H 0.577 -3.829 -2.187
H 0.454 1.198 4.984
H -0.701 3.285 5.653
H -1.756 4.722 3.938
H -1.591 4.146 1.552
H 2.681 2.104 0.676
H 4.413 3.841 0.402
H 3.823 6.027 -0.587
H 1.504 6.486 -1.304
H -0.236 4.769 -1.057
H -2.983 1.862 0.762
H -4.977 2.153 -0.657
H -4.727 2.759 -3.038
H -2.480 3.059 -4.022
H -0.472 2.784 -2.619
N 1.474 0.073 -2.577
C 2.768 -0.623 -2.798
C 3.761 -0.190 -1.738
N 3.275 -0.646 -0.413
H 0.735 -0.334 -3.142
H 1.550 1.049 -2.852
H 3.161 -0.427 -3.795
H 2.585 -1.696 -2.713
H 3.824 0.901 -1.715
H 4.754 -0.576 -1.964
H 3.848 -0.262 0.334
H 3.368 -1.657 -0.340
*
```

HOMO-LUMO gap (alpha / beta) = 8.26 / 5.66 eV
largest force on an atom = 0.6 eV/Å
energy relative to the best compared isomer or geometry (same formula, charge and spin) = 0.0000 eV
electronic energy = -2870.03432 Ha
E_LUMO (alpha / beta) = -8.066 / -11.344 eV

Repeat the third record exactly.
Computed, not measured: a structure of composition C38H36AuN2OP2S, with ωB97M-V/def2-TZVPD.

ORCA input file:
```
! RIJCOSX wB97M-V def2-TZVPD def2/J DEFGRID3
* xyz 3 3
Au 1.004 -0.009 -0.287
O 1.845 -0.405 3.293
S 0.703 -0.070 2.440
C -0.603 -1.247 2.703
C -1.161 -1.331 3.973
C -2.045 -2.362 4.247
C -2.335 -3.313 3.274
C -1.771 -3.222 2.010
C -0.904 -2.174 1.708
P -0.211 -2.103 0.043
C -1.493 -2.249 -1.192
C -2.079 -3.493 -1.460
C -3.133 -3.574 -2.354
C -3.596 -2.430 -2.995
C -3.006 -1.197 -2.743
C -1.961 -1.101 -1.839
C 0.987 -3.397 -0.105
C 1.799 -3.691 1.007
C 2.758 -4.681 0.908
C 2.921 -5.373 -0.292
C 2.137 -5.070 -1.401
C 1.181 -4.073 -1.322
C -0.008 1.478 2.899
C -0.031 1.823 4.244
C -0.668 2.998 4.610
C -1.259 3.807 3.644
C -1.179 3.476 2.297
C -0.535 2.303 1.910
P -0.143 2.075 0.160
C 1.113 3.310 -0.199
C 2.427 3.055 0.213
C 3.400 4.030 0.072
C 3.065 5.262 -0.481
C 1.761 5.521 -0.886
C 0.779 4.550 -0.750
C -1.598 2.327 -0.829
C -2.868 2.127 -0.283
C -3.989 2.285 -1.081
C -3.847 2.624 -2.421
C -2.582 2.793 -2.978
C -1.456 2.639 -2.187
H -0.906 -0.618 4.745
H -2.500 -2.427 5.226
H -2.998 -4.137 3.504
H -2.011 -3.971 1.264
H -1.716 -4.396 -0.984
H -3.591 -4.534 -2.555
H -4.420 -2.502 -3.694
H -3.363 -0.310 -3.250
H -1.517 -0.136 -1.634
H 1.663 -3.165 1.947
H 3.371 -4.928 1.765
H 3.667 -6.155 -0.360
H 2.271 -5.618 -2.325
H 0.577 -3.829 -2.187
H 0.454 1.198 4.984
H -0.701 3.285 5.653
H -1.756 4.722 3.938
H -1.591 4.146 1.552
H 2.681 2.104 0.676
H 4.413 3.841 0.402
H 3.823 6.027 -0.587
H 1.504 6.486 -1.304
H -0.236 4.769 -1.057
H -2.983 1.862 0.762
H -4.977 2.153 -0.657
H -4.727 2.759 -3.038
H -2.480 3.059 -4.022
H -0.472 2.784 -2.619
N 1.474 0.073 -2.577
C 2.768 -0.623 -2.798
C 3.761 -0.190 -1.738
N 3.275 -0.646 -0.413
H 0.735 -0.334 -3.142
H 1.550 1.049 -2.852
H 3.161 -0.427 -3.795
H 2.585 -1.696 -2.713
H 3.824 0.901 -1.715
H 4.754 -0.576 -1.964
H 3.848 -0.262 0.334
H 3.368 -1.657 -0.340
*
```

HOMO-LUMO gap (alpha / beta) = 8.26 / 5.66 eV
largest force on an atom = 0.6 eV/Å
energy relative to the best compared isomer or geometry (same formula, charge and spin) = 0.0000 eV
electronic energy = -2870.03432 Ha
E_LUMO (alpha / beta) = -8.066 / -11.344 eV